1.
Density functional theory data (wB97M-V/def2-TZVPD) for C5H12N2O in the gas phase in a non-equilibrium geometry.

CARTESIAN COORDINATES (ANGSTROEM)
O (0.047, -0.115, -2.240)
N (-0.806, 0.352, 1.855)
N (0.382, 2.863, 0.761)
C (0.630, 1.534, 0.293)
C (-0.388, -1.697, -0.439)
C (0.222, 0.421, 0.887)
C (0.652, -0.955, 0.409)
C (-0.204, -1.486, -1.892)
H (1.646, -0.897, -0.049)
H (0.878, -1.517, 1.322)
H (-1.381, -1.453, -0.092)
H (0.022, 3.453, 0.012)
H (-1.234, 1.249, 2.077)
H (-0.498, -0.085, 2.717)
H (-0.371, 2.926, 1.440)
H (-0.373, 0.477, -1.607)
H (-0.254, -2.757, -0.234)
H (1.409, 1.533, -0.461)
H (-1.056, -1.850, -2.481)
H (0.679, -1.997, -2.278)

Output
lowest unoccupied orbital energy	0.87	eV
largest force on an atom	1.70	eV/Å
gap between HOMO and LUMO	8.770	eV
SMILES string	N/C=C(\N)CCCO
calculated total energy	-382.43239	Eh


2.
Density functional theory data (wB97M-V/def2-TZVPD) for C21H22O3 in the gas phase in a non-equilibrium geometry.

CARTESIAN COORDINATES (ANGSTROEM)
O (1.422, -1.143, 2.980)
O (2.513, 0.835, 3.020)
O (-2.219, 0.602, 2.782)
C (0.926, -0.546, 7.946)
C (1.414, 0.222, 3.080)
C (2.588, 2.252, 5.099)
C (0.149, 1.664, 4.987)
C (0.079, 0.932, 3.239)
C (-1.213, -0.031, 6.162)
C (-0.343, -2.342, 9.101)
C (2.030, 4.928, 4.488)
C (1.232, 2.661, 4.967)
C (-1.345, -0.964, 7.183)
C (0.043, 2.212, 2.419)
C (0.022, 0.700, 6.044)
C (3.360, 4.503, 4.614)
C (4.504, 5.439, 4.337)
C (3.618, 3.181, 4.939)
C (-0.265, -1.265, 8.053)
C (-1.125, 0.084, 3.008)
C (0.291, -1.773, 2.313)
C (0.973, 4.031, 4.665)
C (1.057, 0.451, 6.990)
C (-0.971, -1.450, 3.038)
H (-0.899, -2.002, 9.997)
H (1.822, 5.986, 4.243)
H (-0.962, -1.837, 4.075)
H (4.655, 2.825, 5.070)
H (-0.053, 4.377, 4.552)
H (2.838, 1.214, 5.276)
H (4.608, 5.602, 3.255)
H (-2.045, 0.174, 5.458)
H (-0.875, -3.224, 8.709)
H (-0.827, 1.980, 4.588)
H (0.660, -2.611, 9.445)
H (4.340, 6.418, 4.797)
H (1.744, -0.735, 8.661)
H (5.430, 5.024, 4.735)
H (0.526, -2.863, 2.238)
H (1.064, 2.598, 2.370)
H (-0.357, 1.961, 1.386)
H (-1.834, -1.874, 2.495)
H (1.970, 1.057, 6.983)
H (-0.626, 3.041, 2.849)
H (-2.304, -1.466, 7.337)
H (0.181, -1.320, 1.291)

Output
lowest unoccupied orbital energy	-0.14	eV
largest force on an atom	4.32	eV/Å
gap between HOMO and LUMO	8.271	eV
SMILES string	Cc1ccc(C(c2ccc(C)cc2)[C@]2(C)C(=O)CCOC2=O)cc1
calculated total energy	-1039.09420	Eh


3.
Density functional theory data (wB97M-V/def2-TZVPD) for a gas-phase ion, C4H7O2 (charge +1) in a non-equilibrium geometry.

CARTESIAN COORDINATES (ANGSTROEM)
O (1.733, -1.582, 0.050)
O (0.071, 0.215, -0.094)
C (-0.736, -0.694, 0.083)
C (1.642, -0.462, -0.066)
C (-2.196, -0.521, -0.023)
C (2.460, 0.713, 0.084)
H (-2.734, -1.318, -0.618)
H (3.582, 0.529, -0.145)
H (-2.637, 0.487, -0.306)
H (2.690, 0.872, 1.185)
H (-2.665, -0.581, 0.920)
H (2.224, 1.554, -0.554)
H (-0.228, -1.600, 0.269)

Output
lowest unoccupied orbital energy	-5.28	eV
largest force on an atom	4.19	eV/Å
charge	+1
gap between HOMO and LUMO	11.939	eV
calculated total energy	-306.76504	Eh


4.
Density functional theory data (wB97M-V/def2-TZVPD) for 2 unconnected molecules or ions with the total composition C6H15NO in a non-equilibrium geometry.

CARTESIAN COORDINATES (ANGSTROEM)
O (-1.946, -2.644, -1.029)
N (-0.219, 0.243, 0.886)
C (-1.603, -0.300, 0.947)
C (0.914, 2.234, 0.084)
C (-0.319, 1.718, 0.825)
C (1.290, -1.459, -0.031)
C (1.493, 0.983, -0.573)
C (0.509, -0.169, -0.324)
H (-1.214, 2.149, 0.357)
H (1.690, 1.081, -1.642)
H (-2.256, -2.998, -1.865)
H (-0.190, -0.357, -1.144)
H (2.315, -1.306, 0.301)
H (0.630, 2.931, -0.712)
H (2.479, 0.788, -0.151)
H (-1.919, -0.788, 0.024)
H (1.405, -2.069, -0.936)
H (-1.062, -2.297, -1.206)
H (-2.321, 0.488, 1.169)
H (-0.376, 2.064, 1.863)
H (1.575, 2.830, 0.712)
H (-1.646, -1.056, 1.736)
H (0.771, -2.067, 0.709)

Output
lowest unoccupied orbital energy	0.83	eV
largest force on an atom	1.99	eV/Å
gap between HOMO and LUMO	9.350	eV
SMILES string	C[C@@H]1CCCN1C.O
calculated total energy	-367.57143	Eh